[1]
ORCA calculation (ωB97M-V/def2-TZVPD) on a molecular structure, C35H52P4PtSe in a non-equilibrium geometry.

Geometry (Å):
C -2.34287 3.82548 -0.82953
H -2.96186 3.42485 1.17170
C 0.01923 3.94576 -3.67979
C 1.33213 0.21146 3.72623
C -0.14766 3.70213 2.13524
H 2.66356 -2.63507 -2.68245
H -4.87190 0.28796 2.15782
H 5.81187 -1.32255 2.54957
H -2.84109 0.92794 3.81485
H 0.64273 5.67683 1.75539
H 0.21803 2.78134 -1.85348
H -2.83423 -3.14782 -1.41931
H 3.42362 -0.84757 2.83571
C 0.75097 4.60900 1.55815
C 5.12082 -0.25239 -0.60722
H 2.45337 4.85703 0.24857
H -1.10681 -2.67336 -3.71302
P 0.89048 -2.94574 -1.05567
C 0.64853 1.61297 -3.61631
C 1.23550 -0.32585 5.00817
C -2.63038 0.61520 -2.30757
H -0.02527 4.86216 -5.64023
H 6.91870 -0.99689 0.33589
H 3.05014 -2.74421 0.04089
H -4.56817 -0.46607 0.57366
H 0.20468 -5.23640 -0.80880
C 0.77442 1.60673 -5.02135
P 1.31607 0.07349 0.93430
H 1.11345 -2.94169 -3.50380
H -1.96355 1.25515 -2.89973
H -0.29329 4.85184 -3.15782
C 2.17931 -3.40345 0.14475
C 5.24165 -0.94789 1.70046
C 0.52741 2.76945 -5.74331
C 0.78583 -1.63489 5.18944
H -0.98987 -4.32102 -1.78363
H -4.05263 -2.01570 -2.06704
H -2.64578 -0.69207 4.55423
C 3.12503 -0.17015 0.78962
H -2.58153 3.77743 -1.89928
C -0.01065 2.33685 1.88623
C 0.28529 2.78910 -2.94495
H -1.42777 4.35005 -0.55559
H 1.72041 1.22357 3.59266
C -3.29866 -2.51602 2.51675
C 0.47395 -1.86512 2.80162
H 0.13943 -2.45561 1.94581
H -0.95651 4.05460 2.77419
H -2.46951 -1.67746 -4.31151
H -2.52122 -3.03162 3.09388
H 3.22054 0.50711 -1.27216
H 1.07346 0.68882 -5.52608
C -3.18330 3.33640 0.09849
C 3.88556 -0.66882 1.86612
H -1.24953 0.09614 3.79222
H -0.95501 -4.13665 -0.00692
C -2.33311 -0.04114 3.72711
H -0.81020 -0.99708 -4.28189
H -4.15700 2.92162 -0.18355
H 5.56998 -0.11125 -1.59020
H 1.81092 -3.32524 1.17432
P -2.77687 -0.82450 2.17665
C -4.10487 0.09971 1.39237
H -4.22968 -2.49412 3.10049
Se 1.20389 -0.00313 -2.71972
H 0.64005 2.74712 -6.82892
H -3.43546 -1.80597 -0.40620
C 0.40474 -2.40127 4.08956
C 1.92552 2.78309 0.48500
H -1.61166 -0.91964 1.31574
H 1.52885 0.28230 5.86392
C 1.74090 -3.23137 -2.65214
H 2.71156 2.41731 -0.17535
H 2.47965 -4.44227 -0.05355
H -2.80289 1.10801 -1.34256
H -3.58891 0.49026 -2.82794
C -1.51857 -1.65636 -3.75935
H 1.99515 -4.29933 -2.72843
H 0.73399 -2.06171 6.19210
C 1.76720 4.15151 0.71960
C 1.06969 1.86972 1.12261
C 0.14972 3.94475 -5.07705
C 5.86278 -0.75338 0.46477
C -0.33727 -4.28313 -0.90309
H -3.47295 -3.06201 1.58067
C 0.96229 -0.55782 2.60643
Pt -0.02746 -0.74263 -0.74290
H 0.05854 -3.42754 4.21759
H -0.72871 1.62622 2.30548
C 3.77616 0.07506 -0.42952
H -3.73774 1.05978 1.00228
C -3.16364 -2.10275 -1.42693
P -1.87167 -1.01758 -2.09348

Calculated values
E = -142847.562 eV
Net charge = +4
Kohn-Sham gap (spin up / spin down) = 8.13 / 3.51 eV
2S+1 = 5
Lowest unoccupied orbital energy (spin up / spin down) = -10.09 / -15.44 eV
ΔE to the lowest compared entry with this formula, charge and spin = 0.0 kJ/mol
Molecular weight = 870.7 u

[2]
ORCA calculation (ωB97M-V/def2-TZVPD) on a molecular structure, C35H53BF7I2NO11 in a non-equilibrium geometry.

Geometry (Å):
B -1.55708 -1.29748 1.46938
F -8.08871 -5.88197 4.38446
C 0.24984 1.87565 -1.43906
O -8.47585 -5.15677 1.79943
H -6.50721 -2.27138 0.52373
O -1.52002 -2.52106 0.79703
C -4.10798 -1.95626 -1.30466
O 1.59995 -1.46706 -0.87106
H -3.62754 -0.60061 0.59914
H -0.72788 2.18876 3.85003
C -1.10814 3.58008 2.17804
C -0.83008 1.45278 -2.43719
H 4.72643 -2.55517 -0.97515
C -7.69855 -4.54146 2.46750
H -7.23222 -3.79428 0.04363
C -1.68158 5.45513 0.77202
C -2.23495 3.23101 0.15005
H 3.62194 0.05640 -0.39736
C 1.95921 3.54786 0.33822
H -8.69091 -1.46300 1.40782
C -2.95503 -0.07038 -0.09286
H 7.95105 -2.70714 0.60427
H 6.84882 -3.69356 1.58627
I 3.24499 2.54192 2.91203
O -2.30781 1.78821 -5.37460
H 2.16783 3.42817 -0.72479
H 3.15166 1.54092 -1.20790
C 7.51660 -1.88458 2.54638
C 3.32990 0.54334 -3.87038
H -0.66255 5.61975 2.61952
H -0.74869 1.05018 2.31264
H 4.27008 -0.93118 -2.59626
C 0.64703 0.77356 -0.41938
H 1.13649 2.09477 -2.05073
C 3.11976 0.45091 -1.29050
C 3.97092 0.11464 -2.52477
C 7.64382 1.67651 1.56508
H 2.72313 -3.39933 -0.12374
H 0.94669 3.96520 0.41830
C -1.11630 4.92837 1.91299
H -2.51264 -1.26891 3.32515
I 1.78986 -0.53023 2.16286
H -8.79021 -1.85731 -0.32170
H 8.35433 -2.36903 3.04422
O -7.04180 -3.45199 2.09589
C -2.00002 2.50751 -4.44499
H 2.32740 -2.01704 -2.79157
O 7.97000 -0.56063 2.20403
F 6.75440 2.50191 1.02056
H -1.11674 -2.16483 3.25758
H 6.27884 -2.21692 0.80306
F 5.00182 -4.52550 -1.17032
H 0.59876 3.35011 3.54070
F -6.03708 -5.40882 3.91945
O -5.37097 -1.31720 -1.50135
H 0.98386 -2.93240 -2.13526
O -0.42256 -0.12999 -0.27670
C 7.12431 -2.67496 1.31511
H -3.06888 -0.37015 -2.26937
C -1.65566 2.66446 1.27032
F -7.34486 -3.89055 4.73098
H 2.63664 4.30576 0.73479
N -1.57533 -1.31731 2.93997
H -1.64736 6.52639 0.60756
C -1.59723 1.19152 1.64245
H -4.15618 -2.40534 -0.30059
C 1.45727 1.13208 0.81663
H -0.49756 3.41128 -3.25094
H -3.44328 0.89165 -0.27331
H -0.79392 -3.06494 1.12325
C -0.48206 3.19415 3.50950
C -8.64030 -2.27004 0.67507
C 7.02215 0.30923 1.87912
H -2.46752 0.98009 2.27835
H -0.90654 3.87496 4.25924
O 5.20500 0.84146 -2.36367
H 4.00517 1.09438 -4.52450
C -1.53392 0.07223 0.58783
H -0.68908 0.44085 -2.82669
C -0.71009 2.40786 -3.65780
C 1.92636 -2.43177 -1.86075
H -0.04877 2.83592 -1.01905
H 4.49914 -3.16653 -2.59900
H -1.84394 1.51260 -2.04139
H -2.03247 -1.58934 -1.41845
H -9.46273 -2.95109 0.89203
H 5.14200 1.68080 -2.82780
C 4.29448 -3.39163 -1.54500
H -3.98456 -2.79463 -2.00069
H -2.67561 2.59310 -0.60871
H 6.70053 -1.82596 3.26708
H 2.41389 1.11488 -3.67330
H -2.71870 4.95704 -1.01492
F 8.67131 1.56923 0.71358
H 2.97824 -0.35875 -4.38681
C -7.29258 -4.93599 3.89411
O 5.84856 0.08691 1.85283
O -2.87385 3.51178 -4.08512
C 2.04258 2.28157 1.17252
C 2.81256 -3.50538 -1.20996
C -2.25344 4.57267 -0.11111
H 1.31536 -0.08353 -2.32188
F 8.10554 2.25704 2.68351
H -2.37441 4.21034 -3.64163
H -5.24895 -0.38000 -1.67706
H 2.50106 -4.52848 -1.45102
C -7.30320 -2.97429 0.75801
C 1.68699 -0.11963 -1.28431
C -2.93032 -0.97308 -1.36463
H 0.14986 2.16103 -4.28358

Calculated values
E = -97067.481 eV
Kohn-Sham gap = 8.54 eV
Lowest unoccupied orbital energy = -0.25 eV
Molecular weight = 1061.4 u

[3]
ORCA calculation (ωB97M-V/def2-TZVPD) on a molecular structure, C35H53Cl2FeN4O4Si in a non-equilibrium geometry.

Geometry (Å):
H 2.70425 -2.15676 -2.96588
C -0.64924 -3.69931 -2.36611
C -2.22696 2.76640 -3.72497
H -5.27577 2.02408 -0.83066
C -4.60448 1.87829 0.02826
C -0.47786 -0.30719 3.77402
H -2.31848 0.20721 6.37466
C 1.03568 0.13821 -2.69126
H -3.02577 3.40784 -4.09066
H 0.41582 -1.55170 6.26172
H 1.28274 -1.31587 -6.93539
C 1.46241 -0.68651 -3.93761
H 3.05824 -1.88957 -4.70746
C -1.95332 3.76540 2.55513
H 1.36505 -2.69832 -5.79937
H -0.81109 4.39522 -3.48372
H 1.06407 2.89803 -2.73728
N 0.57714 1.31757 1.38591
H -0.82461 -4.54932 -3.03528
H 4.41049 -4.26193 1.62552
H -3.87449 4.49599 0.07962
H 4.20612 -2.90592 0.47992
C 2.59086 1.92728 2.64776
H 2.49012 -5.93738 1.76537
H 1.97437 2.48247 3.35779
H -1.85731 -2.25779 -4.46741
O -2.13819 0.55561 0.05033
C 1.94709 1.29766 1.54222
H -1.27470 2.33349 -0.54771
C 0.50858 3.75645 1.23319
H -2.33484 -1.49657 5.86708
H -5.04741 2.37951 0.90097
C -2.23793 -2.14729 -1.35392
H 3.53510 -0.67688 -3.49600
H 4.43496 2.40460 3.64001
H 3.65858 -4.55254 0.02380
C -0.98443 3.32098 -3.39900
H -0.26248 -0.20991 -5.06046
C -3.36859 3.89652 -0.68826
H -2.87310 -0.22625 4.72300
H 0.60043 -0.22045 3.56375
H 2.32959 -1.27755 2.86725
C 0.25113 -0.48036 6.05298
H -3.95494 3.99675 -1.61331
O -1.32783 -0.41828 2.83047
H 5.82071 1.07577 2.03160
H 3.84497 -2.19599 2.84537
C -2.49812 -2.75046 -3.72041
C -2.17097 -0.46536 5.52327
C -0.06098 2.51335 1.61889
C 2.75969 -2.28145 2.97090
H -0.20414 -2.13473 -6.42808
C -2.45820 1.39646 -3.58054
H -1.86742 5.92226 2.38484
H 1.18538 -0.05469 5.66766
H 0.99360 -5.57877 2.65283
H 0.24412 -3.15476 -2.70972
H -3.15283 -1.54255 -1.49783
Cl -0.05899 -3.10713 2.64210
H -2.36737 4.31123 -0.84993
C 0.07189 2.50061 -2.99330
C 3.96987 1.87870 2.80214
C -0.13549 1.12201 -2.94707
C -1.36648 4.97385 2.16687
H -0.04327 0.02929 6.97783
N -0.79914 -0.29121 5.05706
H -0.50554 -4.04364 -1.33715
H 4.73370 -0.02231 0.05709
O -1.65931 -2.21982 -0.24377
C -1.40885 0.58731 -3.14825
H 2.55347 -2.65336 3.97985
C 2.75974 -1.40554 -3.77100
H -3.43400 -2.19038 -3.61181
C -1.33690 2.56676 2.24180
N -1.81294 -2.81966 -2.43414
C -2.18869 1.76611 -0.26126
N -3.31663 2.49533 -0.27005
C 0.78750 -1.80879 -6.08680
H 1.93153 0.73535 -2.38525
H -2.90197 3.75222 3.09496
H 0.98931 -5.60377 0.87979
O 0.64573 -0.74663 -1.80036
C 1.58257 -5.31934 1.76072
C 4.13737 0.53552 0.78129
H -2.70530 -3.76576 -4.08515
Cl 1.25644 -2.13191 0.16223
C 3.74719 -3.83360 0.85271
Fe -0.66561 -1.00720 1.02301
C 4.74282 1.15684 1.88269
Si 1.99722 -3.45717 1.69764
H -1.79313 1.63384 2.54501
C 2.76816 0.64739 0.58281
H -4.43648 0.81704 0.22800
H 2.27781 0.24676 -0.30761
C -0.13483 4.95873 1.49841
H -3.41899 0.93290 -3.81975
C 0.62050 -0.84440 -4.97020
H 1.48430 3.74742 0.74431
H 0.33892 5.89420 1.18916
H -1.54099 -0.48878 -2.98246

Calculated values
E = -118618.121 eV
Net charge = -1
Kohn-Sham gap (spin up / spin down) = 5.77 / 5.75 eV
2S+1 = 5
Lowest unoccupied orbital energy (spin up / spin down) = 2.36 / 2.36 eV
Molecular weight = 748.7 u